Below is C7H12Cl2GaO3 as an isolated structure in a non-equilibrium geometry, with properties calculated with ωB97M-V/def2-TZVPD.

E_HOMO in Eh: -0.1741
Largest force on an atom in eV/A: 1.17
Orbital gap in eV: 7.49
LUMO in eV: 2.7
Total energy in Ha: -3344.8142

```
! RIJCOSX wB97M-V def2-TZVPD def2/J DEFGRID3
* xyz -1 1
C -5.076 -0.393 0.058
C -3.875 0.439 -0.262
Cl -3.317 1.505 1.004
C -3.177 0.418 -1.400
Cl -3.731 -0.703 -2.656
Ga -1.481 1.550 -1.805
H -4.734 -1.336 0.480
H -5.746 0.102 0.752
H -5.624 -0.630 -0.842
H -0.380 1.061 -0.759
H -1.068 1.200 -3.321
H -1.746 3.117 -1.594
C 4.061 -0.727 2.150
C 3.406 -0.121 0.933
C 1.912 -0.316 0.840
O 1.689 -0.263 -0.566
C 2.821 -0.672 -1.177
O 2.933 -0.915 -2.332
O 3.844 -0.770 -0.271
H 5.146 -0.699 2.053
H 3.775 -0.181 3.049
H 3.773 -1.772 2.266
H 3.667 0.939 0.852
H 1.340 0.462 1.340
H 1.590 -1.294 1.208
*
```



Below is C15H13N3O4S in the gas phase, with properties calculated with ωB97M-V/def2-TZVPD.

E_HOMO in Eh: -0.3484
SMILES string: O=C(OCC/N=C1\NS(=O)(=O)c2ccccc21)c1cccnc1
Largest force on an atom in eV/A: 0.84
Orbital gap in eV: 9.59
LUMO in eV: 0.1
Total energy in Ha: -1442.8209
Relative energy (zero: lowest compared OMol25 entry of this formula, charge and spin) in kcal per mole: 30.7

```
! RIJCOSX wB97M-V def2-TZVPD def2/J DEFGRID3
* xyz 0 1
O 2.155 -0.339 -0.950
C 2.049 -0.332 0.251
O 2.363 0.722 1.026
C 2.764 1.925 0.380
H 3.589 2.333 0.968
H 3.093 1.694 -0.638
C 1.597 2.919 0.331
N 0.600 2.469 -0.600
C -0.298 1.635 -0.289
N -0.587 1.053 0.925
S -1.916 0.011 0.916
O -1.484 -1.321 1.213
O -2.952 0.562 1.732
C -2.195 0.266 -0.819
C -3.157 -0.291 -1.629
C -3.162 0.065 -2.972
C -2.220 0.956 -3.469
C -1.257 1.512 -2.642
C -1.251 1.159 -1.299
H -0.514 2.202 -3.007
H -2.238 1.218 -4.516
H -3.903 -0.357 -3.633
H -3.878 -0.983 -1.224
H -0.007 1.191 1.735
H 1.206 3.067 1.347
H 1.974 3.872 -0.049
C 1.554 -1.473 1.051
C 1.043 -2.591 0.395
C 0.545 -3.635 1.151
C 0.573 -3.515 2.533
N 1.071 -2.466 3.166
C 1.546 -1.471 2.446
H 1.948 -0.634 3.001
H 0.181 -4.297 3.170
H 0.132 -4.514 0.683
H 1.037 -2.611 -0.685
*
```



> Among the records above, which one has the lowest E_HOMO?

C15H13N3O4S



> LUMO of number 1 (C7H12Cl2GaO3)?

2.7 eV



> Which of these has the lowest largest force on an atom?

C15H13N3O4S



> What is the total energy in the first record?

-3344.8142 Ha